{"formula": "C29H28NO2", "method": "wB97M-V/def2-TZVPD", "homo_lumo_gap_ev": 5.7, "total_energy_ev": -36105.37205, "e_lumo_ev": -4.780, "charge": 1, "elements": ["C", "O", "C", "C", "C", "C", "C", "C", "C", "C", "C", "O", "C", "C", "C", "C", "C", "H", "H", "H", "H", "H", "H", "H", "H", "H", "H", "H", "H", "H", "H", "H", "C", "N", "C", "C", "C", "H", "C", "C", "C", "C", "C", "C", "C", "C", "C", "C", "H", "H", "H", "H", "H", "H", "H", "H", "H", "H", "H", "H"], "xyz": [[0.445, -5.953, -0.183], [-0.487, -5.465, 0.815], [-0.380, -4.160, 1.187], [-1.145, -3.731, 2.281], [-1.127, -2.411, 2.674], [-0.348, -1.463, 2.001], [-0.533, 0.018, 2.162], [0.662, 0.861, 2.499], [0.429, 2.129, 3.068], [1.369, 3.126, 3.022], [2.575, 2.930, 2.349], [3.294, 4.043, 2.038], [4.513, 3.869, 1.275], [2.875, 1.653, 1.844], [1.920, 0.642, 1.927], [0.371, -1.890, 0.888], [0.386, -3.215, 0.486], [0.237, -7.017, -0.289], [0.287, -5.459, -1.155], [1.490, -5.820, 0.142], [-1.725, -4.468, 2.814], [-1.685, -2.103, 3.550], [-1.320, 0.231, 2.891], [-0.484, 2.270, 3.638], [1.196, 4.082, 3.499], [4.987, 4.847, 1.254], [5.204, 3.151, 1.749], [4.299, 3.558, 0.240], [3.828, 1.443, 1.397], [2.204, -0.358, 1.638], [0.976, -1.191, 0.328], [0.975, -3.505, -0.370], [-0.648, 0.456, -4.325], [-0.973, 0.609, -2.917], [-1.696, -0.430, -2.349], [-2.135, -0.294, -0.988], [-1.852, 0.934, -0.383], [-0.909, 0.325, 1.229], [-0.915, 1.862, -0.848], [-0.466, 1.691, -2.205], [0.308, 2.715, -2.757], [0.669, 3.828, -1.999], [0.277, 3.963, -0.658], [-0.527, 2.997, -0.089], [-2.919, -1.309, -0.373], [-3.326, -2.399, -1.117], [-2.954, -2.493, -2.470], [-2.153, -1.529, -3.073], [-0.122, 1.314, -4.699], [-0.026, -0.421, -4.491], [-1.554, 0.348, -4.914], [-2.573, 1.293, 0.354], [0.627, 2.624, -3.795], [1.294, 4.579, -2.467], [0.572, 4.834, -0.070], [-0.948, 3.120, 0.922], [-3.259, -1.165, 0.665], [-3.964, -3.159, -0.659], [-3.258, -3.345, -3.062], [-1.861, -1.595, -4.122]], "forces_ev_per_angstrom": [[-0.3, 0.3, 0.3], [0.6, -0.1, -0.3], [0.0, 0.4, -0.5], [0.3, -0.5, -0.3], [0.5, 0.4, 0.1], [-0.6, -0.2, -0.7], [0.6, -1.0, 2.5], [0.3, 1.1, -0.9], [0.1, -1.1, 0.3], [0.5, 0.5, 0.2], [-0.2, -0.4, -1.4], [0.9, -0.3, 0.1], [-0.3, 0.0, 0.3], [-0.4, 0.4, 0.6], [0.0, 0.1, 0.8], [0.2, -0.4, 0.1], [-0.3, -0.5, 0.3], [0.0, 0.1, 0.1], [0.0, -0.1, 0.3], [-0.4, 0.0, -0.1], [-0.1, -0.1, 0.1], [-0.1, 0.0, -0.1], [-0.1, -0.1, 0.0], [-0.1, 0.2, -0.2], [-0.1, 0.1, -0.1], [-0.1, 0.0, 0.0], [-0.3, 0.2, -0.1], [-0.1, 0.0, 0.3], [0.2, 0.0, -0.1], [0.0, 0.1, -0.3], [-0.2, 0.1, -0.1], [0.0, 0.0, 0.0], [0.0, -0.1, -0.5], [0.5, -0.3, 0.2], [-0.1, 1.0, 1.2], [0.4, 0.3, -0.7], [-1.0, 0.5, 0.3], [-0.4, 0.7, -1.1], [-0.2, -0.4, -0.9], [-0.9, -0.4, 0.9], [0.5, 0.4, -0.3], [0.0, -1.0, -0.5], [-0.4, -0.2, 0.6], [-0.3, 0.6, -0.1], [-0.7, 0.0, -0.3], [0.0, 0.3, 0.7], [0.8, 0.5, -0.3], [-0.1, -0.6, -0.6], [0.0, 0.1, -0.1], [0.1, -0.1, 0.1], [-0.1, 0.1, 0.0], [0.6, -0.4, 0.6], [0.1, 0.4, 0.5], [-0.1, 0.0, 0.1], [0.0, -0.3, -0.2], [0.4, -0.1, -0.6], [0.3, -0.2, -0.6], [0.3, 0.2, -0.2], [-0.1, 0.0, 0.0], [-0.3, -0.4, 0.4]], "lowdin_charge": [-0.057, -0.084, -0.277, 0.003, -0.032, -0.217, -0.117, -0.196, -0.059, -0.014, -0.281, -0.089, -0.059, -0.002, -0.026, -0.060, -0.010, 0.092, 0.088, 0.102, 0.121, 0.118, 0.131, 0.119, 0.125, 0.091, 0.098, 0.094, 0.099, 0.100, 0.105, 0.100, -0.003, -0.001, -0.112, -0.126, 0.053, 0.043, -0.118, -0.093, 0.005, -0.018, -0.037, 0.010, 0.011, -0.037, -0.015, 0.001, 0.073, 0.115, 0.111, 0.158, 0.105, 0.120, 0.125, 0.131, 0.139, 0.125, 0.120, 0.109]}